46
Properties=species:S:1:pos:R:3:lowdin_spin:R:1 method="wB97M-V/def2-TZVPD" multiplicity=3 gap_ev="4.87 / 5.99" energy_ha=-1986.16250 total_charge=+3 relative_energy_kcal_mol=2.9
I 0.18 -2.05 1.52 0.122
I -0.49 0.84 -2.52 -0.061
Mo -0.09 -0.40 -0.40 0.810
P -2.55 -0.84 -0.22 0.035
P 2.18 -1.05 -1.18 0.036
O -0.57 -3.16 -2.09 -0.002
N 0.27 1.48 1.00 0.030
C 3.35 -1.46 0.20 0.025
C -3.38 -2.23 -1.08 -0.004
C -3.47 0.62 -0.87 0.004
C 2.88 1.79 0.87 0.057
C 1.50 2.10 1.28 0.296
C -0.68 2.20 1.73 0.294
C -3.11 -1.16 1.52 0.023
C -2.14 2.03 1.88 0.056
C 1.30 3.20 2.15 0.106
C 2.90 0.33 -2.16 0.003
C -0.07 3.26 2.42 0.101
C 2.47 -2.50 -2.27 -0.004
C -0.38 -2.33 -1.30 -0.010
H -3.21 -2.12 -2.16 0.000
H -0.63 3.95 3.04 0.001
H 2.95 0.94 0.20 0.001
H 2.72 1.31 -1.73 0.001
H -2.66 2.94 1.53 0.017
H 4.38 -1.35 -0.16 0.002
H -2.54 1.19 1.31 0.001
H 3.31 2.66 0.34 0.017
H -2.89 -2.20 1.81 0.004
H -4.19 -0.97 1.60 0.001
H 1.89 -2.34 -3.19 0.000
H 3.54 -2.53 -2.47 -0.001
H 3.50 1.57 1.75 0.018
H 3.99 0.17 -2.19 0.002
H 2.12 3.82 2.48 0.001
H -3.44 0.56 -1.97 -0.001
H 2.15 -3.42 -1.77 0.000
H 3.18 -2.48 0.57 0.004
H -4.50 0.56 -0.47 0.002
H -2.39 1.85 2.94 0.017
H -3.04 1.57 -0.56 0.001
H -2.65 -0.52 2.27 0.000
H -4.45 -2.16 -0.83 -0.001
H 3.28 -0.79 1.07 0.000
H -2.97 -3.19 -0.73 0.000
H 2.45 0.29 -3.16 -0.001

***

62
Properties=species:S:1:pos:R:3:mulliken_charge:R:1 method="wB97M-V/def2-TZVPD" gap_ev=6.94 energy_ha=-7388.93718 total_charge=+2 relative_energy_kcal_mol=21.6
As -3.22 0.29 -0.49 0.607
As -1.42 2.70 1.47 0.706
Zn -1.22 0.55 0.62 1.613
O 0.29 -0.40 -0.38 -1.768
O -0.93 -0.86 2.05 -0.641
O -0.10 -2.67 3.02 -0.342
N 0.83 -2.08 1.08 0.465
C 1.66 -3.21 1.54 -0.483
C -2.52 1.65 -1.74 -1.104
C 2.89 -1.84 -3.35 -0.983
C 1.82 -1.31 -2.41 -1.284
C -3.41 2.54 1.49 0.610
C -0.34 2.42 3.10 -1.105
C 1.03 -1.34 -0.06 0.017
C -4.77 -0.60 -1.33 -1.197
C -4.14 1.59 0.69 0.512
C 5.35 -1.94 -3.87 -1.861
C 3.48 -1.15 -0.55 -0.691
C 5.94 -1.12 -1.05 -1.891
C -5.55 1.56 0.79 -0.478
C 0.84 -3.74 2.71 -0.478
C -1.30 4.67 1.55 -1.131
C -5.52 3.32 2.43 -0.905
C -6.22 2.42 1.65 -0.785
C 4.29 -1.69 -2.85 0.993
C -0.14 -1.79 2.04 0.461
C -4.13 3.38 2.35 -0.577
C 2.15 -1.76 -0.97 0.563
C 4.56 -1.34 -1.57 0.651
H 2.25 -2.84 -0.97 0.277
H -1.68 5.06 2.52 0.388
H -1.90 5.11 0.72 0.383
H -3.61 4.08 2.99 0.306
H -1.91 1.14 -2.52 0.376
H -6.15 0.87 0.22 0.351
H -6.05 3.98 3.10 0.413
H -0.25 4.98 1.45 0.417
H 2.64 -2.85 1.85 0.263
H -7.31 2.38 1.71 0.409
H -0.52 1.39 3.48 0.388
H 1.78 -3.95 0.76 0.413
H 5.87 -1.01 -4.12 0.360
H -3.37 2.17 -2.22 0.370
H 0.84 -1.65 -2.72 0.450
H 3.81 -1.58 0.40 0.255
H 2.80 -1.34 -4.31 0.557
H 3.35 -0.08 -0.35 0.410
H 5.92 -0.72 -0.04 0.401
H 6.52 -0.44 -1.66 0.411
H -5.30 -1.22 -0.58 0.407
H 0.73 2.54 2.86 0.391
H -4.39 -1.27 -2.13 0.388
H 1.80 -0.22 -2.43 0.325
H -0.64 3.15 3.88 0.365
H -5.44 0.14 -1.79 0.401
H 0.25 -4.62 2.45 0.284
H 2.71 -2.89 -3.57 0.432
H 6.49 -2.06 -1.00 0.348
H 6.11 -2.64 -3.54 0.399
H -1.88 2.40 -1.24 0.406
H 4.92 -2.31 -4.79 0.404
H 1.43 -3.94 3.60 0.362

***

What did the second record say?
62
Properties=species:S:1:pos:R:3:mulliken_charge:R:1 method="wB97M-V/def2-TZVPD" gap_ev=6.94 energy_ha=-7388.93718 total_charge=+2 relative_energy_kcal_mol=21.6
As -3.22 0.29 -0.49 0.607
As -1.42 2.70 1.47 0.706
Zn -1.22 0.55 0.62 1.613
O 0.29 -0.40 -0.38 -1.768
O -0.93 -0.86 2.05 -0.641
O -0.10 -2.67 3.02 -0.342
N 0.83 -2.08 1.08 0.465
C 1.66 -3.21 1.54 -0.483
C -2.52 1.65 -1.74 -1.104
C 2.89 -1.84 -3.35 -0.983
C 1.82 -1.31 -2.41 -1.284
C -3.41 2.54 1.49 0.610
C -0.34 2.42 3.10 -1.105
C 1.03 -1.34 -0.06 0.017
C -4.77 -0.60 -1.33 -1.197
C -4.14 1.59 0.69 0.512
C 5.35 -1.94 -3.87 -1.861
C 3.48 -1.15 -0.55 -0.691
C 5.94 -1.12 -1.05 -1.891
C -5.55 1.56 0.79 -0.478
C 0.84 -3.74 2.71 -0.478
C -1.30 4.67 1.55 -1.131
C -5.52 3.32 2.43 -0.905
C -6.22 2.42 1.65 -0.785
C 4.29 -1.69 -2.85 0.993
C -0.14 -1.79 2.04 0.461
C -4.13 3.38 2.35 -0.577
C 2.15 -1.76 -0.97 0.563
C 4.56 -1.34 -1.57 0.651
H 2.25 -2.84 -0.97 0.277
H -1.68 5.06 2.52 0.388
H -1.90 5.11 0.72 0.383
H -3.61 4.08 2.99 0.306
H -1.91 1.14 -2.52 0.376
H -6.15 0.87 0.22 0.351
H -6.05 3.98 3.10 0.413
H -0.25 4.98 1.45 0.417
H 2.64 -2.85 1.85 0.263
H -7.31 2.38 1.71 0.409
H -0.52 1.39 3.48 0.388
H 1.78 -3.95 0.76 0.413
H 5.87 -1.01 -4.12 0.360
H -3.37 2.17 -2.22 0.370
H 0.84 -1.65 -2.72 0.450
H 3.81 -1.58 0.40 0.255
H 2.80 -1.34 -4.31 0.557
H 3.35 -0.08 -0.35 0.410
H 5.92 -0.72 -0.04 0.401
H 6.52 -0.44 -1.66 0.411
H -5.30 -1.22 -0.58 0.407
H 0.73 2.54 2.86 0.391
H -4.39 -1.27 -2.13 0.388
H 1.80 -0.22 -2.43 0.325
H -0.64 3.15 3.88 0.365
H -5.44 0.14 -1.79 0.401
H 0.25 -4.62 2.45 0.284
H 2.71 -2.89 -3.57 0.432
H 6.49 -2.06 -1.00 0.348
H 6.11 -2.64 -3.54 0.399
H -1.88 2.40 -1.24 0.406
H 4.92 -2.31 -4.79 0.404
H 1.43 -3.94 3.60 0.362